Below is C23H26IrN6O4PS as an isolated structure at a distorted geometry, with properties calculated with ωB97M-V/def2-TZVPD.

Summary:
- energy above the lowest of the compared OMol25 structures with the same formula, charge and spin (kcal per mole) = 29.6
- highest occupied orbital energy (hartree) = -0.2975
- molar mass (g mol⁻¹) = 705.76
- lowest unoccupied orbital energy (eV) = -1.0
- frontier orbital gap (eV) = 7.05

Structure (ORCA input):
```
! wB97M-V def2-TZVPD RIJCOSX def2/J DEFGRID3
* xyz 0 1
Ir 0.3000 0.4247 -0.1651
S -1.7513 -0.2549 2.0106
P 1.4549 -0.3609 1.6102
O -1.9245 1.1522 2.3212
O -2.8697 -1.1006 2.3236
O -0.4769 -0.7436 2.6426
O -1.4502 -0.4416 0.4941
N -1.3043 2.7494 -6.3755
N -0.1052 2.6238 0.3399
N 1.8457 1.5293 -1.1292
N 2.8360 -2.2532 2.9810
N 2.9631 0.0450 3.8332
N 4.2807 -0.6239 1.8862
C -1.5251 0.8307 -3.4571
C 0.6256 0.5108 -4.4978
C 0.5927 -1.3160 -1.1897
C 1.0660 3.3295 0.2764
C 1.8165 0.6185 3.1334
C -1.0122 2.0182 -5.5385
C 0.9957 -0.3340 -3.4776
C 4.0907 -2.0198 2.2836
C -1.1629 3.2487 0.7982
C 3.2259 -0.2182 0.9523
C 0.1206 -0.6244 -2.4100
C -1.1137 4.5616 1.3205
C -0.6396 1.1161 -4.4845
C 0.0764 5.2180 1.3986
C 4.2067 0.1987 3.0943
C 2.7602 -1.3721 4.1465
C 2.5099 5.1997 0.8366
C 2.1548 2.7474 -0.3974
C 1.6681 -2.1312 2.1099
C -1.1596 -0.0371 -2.4305
C 3.5721 4.5767 0.2359
C 1.2316 4.6020 0.8483
C 3.3825 3.3456 -0.4239
H 1.6203 -1.6642 -1.3036
H 1.9775 -0.7941 -3.4898
H 3.2918 -0.8357 0.0481
H 4.9156 -2.2903 2.9467
H 1.3026 0.7133 -5.3177
H 0.1549 6.1968 1.8545
H -2.5099 1.2788 -3.4612
H -2.0274 4.9940 1.7017
H 5.0329 -0.0925 3.7468
H 2.6876 0.9954 -1.3349
H 4.1337 -2.6540 1.3957
H 1.4747 1.7773 -2.0484
H 0.9337 0.6174 3.7676
H 1.8223 -2.7393 1.2149
H 4.2008 2.8756 -0.9565
H -1.8752 -0.2930 -1.6572
H 3.4235 0.8203 0.6702
H 2.6337 6.1649 1.3115
H 1.7885 -1.4971 4.6246
H 4.5500 5.0372 0.2344
H 3.5426 -1.6768 4.8447
H -0.0674 -2.0879 -0.7970
H 4.3320 1.2488 2.8195
H -2.0843 2.6858 0.8200
H 2.0448 1.6498 2.8465
H 0.7714 -2.4665 2.6165
*
```

Löwdin atomic charge list, values in e, 6 entries: 1.098 0.330 0.904 -0.355 -0.301 -0.493

=====

Below is a 2-piece molecular cluster, C23H26N3 overall at a distorted geometry, with properties calculated with ωB97M-V/def2-TZVPD.

Summary:
- energy above the lowest of the compared OMol25 structures with the same formula, charge and spin (kcal per mole) = 23.9
- highest occupied orbital energy (hartree) = -0.4067
- molar mass (g mol⁻¹) = 344.48
- lowest unoccupied orbital energy (eV) = -3.6
- frontier orbital gap (eV) = 7.48

Structure (ORCA input):
```
! wB97M-V def2-TZVPD RIJCOSX def2/J DEFGRID3
* xyz 1 1
N -0.2251 2.1254 3.3336
N -2.6676 -1.3507 -2.3966
N -0.1313 0.8115 1.3667
C 3.3332 -2.4745 -1.1364
C -1.6276 -1.1731 -3.3133
C -0.5915 -0.7466 -5.4280
C 0.1290 -0.1702 3.6807
C 1.9643 -2.2032 -1.0571
C 4.2777 -1.7926 -0.3636
C 0.6819 -0.5828 -3.3199
C 1.4554 -1.1813 -0.1809
C -0.0083 3.2693 1.2754
C -1.7430 -1.0879 -4.7044
C -0.4994 3.3649 2.6901
C -0.4549 -0.8378 -2.5657
C 3.7863 -0.8611 0.5513
C -0.3293 1.9901 4.7711
C 0.6004 -0.5225 -4.7314
C 2.4225 -0.5918 0.6526
C -4.0500 -1.6112 -2.7390
C 0.0492 -0.7613 0.0008
C -0.4227 1.9979 0.5752
C -0.8420 -0.8054 -1.1388
C -0.1118 0.5139 5.0286
C -2.2034 -1.1968 -1.1103
C -0.0948 0.9647 2.6698
H -4.7134 -0.9607 -2.1600
H -0.5978 -0.9727 3.4550
H -4.3132 -2.6542 -2.5333
H -1.3274 2.3274 5.0881
H 1.3306 -2.8256 -1.6965
H 2.0799 0.1505 1.3744
H -0.6351 -0.6469 -6.5077
H -1.5189 1.9946 0.4297
H 0.7348 0.4001 5.6983
H 1.1718 -0.5385 3.5896
H 4.4623 -0.2809 1.1779
H 1.6356 -0.3698 -2.8153
H -0.4582 4.0744 0.7129
H -1.5634 3.6343 2.7550
H -4.2011 -1.4154 -3.7977
H 1.0846 3.3575 1.2794
H -1.0015 0.1263 5.5149
H -2.8361 -1.4480 -0.2616
H 1.4838 -0.2577 -5.3146
H -0.3980 -1.0739 1.0210
H -2.6983 -1.2317 -5.2021
H 0.0157 4.1644 3.2266
H 5.3512 -1.9665 -0.4706
H 3.7346 -3.1983 -1.8484
H 0.0692 1.8999 -0.4031
H 0.4110 2.6243 5.2777
*
```

Löwdin atomic charge list, values in e, 6 entries: -0.059 -0.080 0.026 -0.072 -0.150 -0.067

=====

Below is C23H27BrN3O8Re as an isolated structure, with properties calculated with ωB97M-V/def2-TZVPD.

Summary:
- energy above the lowest of the compared OMol25 structures with the same formula, charge and spin (kcal per mole) = 6.8
- highest occupied orbital energy (spin up / spin down) (hartree) = -0.4132 / -0.4035
- molar mass (g mol⁻¹) = 739.59
- lowest unoccupied orbital energy (spin up / spin down) (eV) = -3.9 / -3.8
- frontier orbital gap (spin up / spin down) (eV) = 7.32 / 7.15

Structure (ORCA input):
```
! wB97M-V def2-TZVPD RIJCOSX def2/J DEFGRID3
* xyz 1 2
Re -0.3234 -0.7867 -0.1185
Br -3.7549 -1.5150 -0.9754
O 0.4361 -0.5996 1.9903
O -0.5229 -4.5549 0.8940
O 1.4394 -1.7617 -0.3599
O 3.7432 4.9893 -0.7461
O -0.8383 -0.7346 -1.8546
O -5.4274 2.1543 2.1560
O -1.0935 -2.4089 0.6155
O 3.0231 -3.2741 0.0050
N 0.7172 1.0860 -0.4440
N 2.2477 5.5323 -2.3644
N -2.1577 0.2135 0.5415
C -3.4268 -0.1102 0.2212
C 2.7308 2.3253 -0.7782
C 2.0579 1.1604 -0.4763
C -0.3590 -1.3794 -3.1076
C 2.1389 -2.5678 0.4120
C 0.4163 -2.8931 2.3719
C 2.0035 3.4517 -1.1324
C 0.6172 3.3608 -1.1683
C -2.0034 1.2053 1.4455
C -0.4262 -3.4065 1.2052
C -4.3429 1.5544 1.6655
C -3.0367 1.8891 2.0304
C 1.8874 -0.7654 3.8105
C 0.9884 -0.7649 -3.4353
C 0.0155 2.1736 -0.8061
C -0.2839 -2.8734 -2.8624
C 1.8446 -2.4462 1.9154
C -0.1658 -1.5868 2.9246
C -4.5304 0.5367 0.7387
C 0.4668 -1.1917 4.2457
C 2.7583 4.7331 -1.4005
C 1.8325 -0.9658 2.3038
C -1.4149 -1.0213 -4.1371
H -1.2462 -1.5031 2.8623
H 1.3161 -1.1355 -4.4080
H -5.1978 2.8366 2.7989
H -1.4509 0.0563 -4.2980
H 0.9083 0.3219 -3.5015
H 2.5836 0.2329 -0.3018
H 2.0867 0.2760 4.0559
H 0.4604 -2.0250 4.9462
H -1.2727 -3.2894 -2.6704
H 1.7377 -1.0407 -2.6948
H 0.1273 -3.3572 -3.7498
H -1.1763 -1.5027 -5.0863
H -0.9811 1.4419 1.7070
H -0.0767 -0.3653 4.6999
H 2.6182 -2.9994 2.4412
H 0.4755 -3.6737 3.1271
H -1.0599 2.0679 -0.8104
H 1.5371 5.2150 -2.9987
H 0.0009 4.2056 -1.4436
H -2.3961 -1.3655 -3.8151
H 0.3725 -3.1091 -2.0260
H 2.7472 6.3782 -2.5866
H 2.6751 -1.3734 4.2512
H 2.4992 -0.3277 1.7357
H -5.5270 0.2494 0.4402
H -2.8284 2.6690 2.7505
H 3.8107 2.3589 -0.7505
*
```

Löwdin atomic charge list, values in e, 6 entries: 1.667 0.922 -0.218 0.168 -0.202 0.100

=====

Below is a 2-piece molecular cluster, C23H27BrN7O5 overall at a distorted geometry, with properties calculated with ωB97M-V/def2-TZVPD.

Summary:
- highest occupied orbital energy (hartree) = -0.1802
- molar mass (g mol⁻¹) = 561.42
- lowest unoccupied orbital energy (eV) = 2.1
- frontier orbital gap (eV) = 7.04

Structure (ORCA input):
```
! wB97M-V def2-TZVPD RIJCOSX def2/J DEFGRID3
* xyz -1 1
Br 5.6109 -3.6725 3.1210
O -5.1563 -2.3428 0.6025
O -0.5093 1.0237 -3.6228
O -3.2732 -1.5637 1.4947
O -3.2781 3.8230 -1.1315
O 2.9815 -4.0573 1.2564
N 0.3799 1.6582 2.6053
N -2.1911 1.5786 -2.2971
N 1.6134 -2.3630 0.6366
N 0.6563 -0.4478 1.6564
N -5.3464 3.0493 -1.0120
N 2.1011 1.1960 1.1441
N 3.7513 -0.5594 1.1513
C -6.4050 2.0379 -1.0531
C 5.2501 1.4507 1.4876
C 1.3619 -0.9447 0.4853
C 4.8821 0.1089 1.6246
C 3.8380 -1.8975 1.5519
C 2.5925 0.0072 0.4233
C -3.8346 -0.8749 -0.7177
C -3.5136 1.4765 -1.6574
C 4.9936 -2.0666 2.2834
C 2.7786 -2.8466 1.2109
C 6.4391 1.8880 2.0889
C 5.6699 -0.7852 2.3332
C -3.4201 0.5689 -0.4139
C -2.5572 -0.0726 -4.0911
C 0.6384 -3.2074 -0.0375
C -4.0419 2.8684 -1.2488
C 0.4726 -0.8988 -0.7550
C -0.3164 -2.2052 -0.6784
C 1.0200 0.8312 1.8760
C 7.2404 0.9856 2.8087
C -1.6810 0.8795 -3.3048
C 6.8569 -0.3585 2.9326
C -4.1093 -1.6593 0.5691
H 8.1584 1.3286 3.2757
H -2.4111 0.5933 0.0014
H -1.1827 -2.0714 -0.0238
H 4.6204 2.1411 0.9375
H -2.8702 -0.8950 -3.4549
H -0.6683 -2.5350 -1.6602
H -3.0463 -1.3671 -1.2869
H -1.9816 -0.4659 -4.9267
H -6.4469 1.5658 -2.0357
H 0.1102 -3.8595 0.6671
H 2.8662 0.2243 -0.6136
H 6.7365 2.9284 2.0004
H -7.3689 2.5040 -0.8445
H -4.0915 0.9491 0.3561
H -6.2263 1.2698 -0.2966
H -0.3326 -0.6615 1.7897
H 1.0819 -0.8804 -1.6640
H -5.5949 3.9833 -0.7243
H 7.4642 -1.0646 3.4896
H -1.5711 2.2620 -1.8891
H 1.9591 2.0468 0.6174
H -3.4254 0.4617 -4.4689
H 0.7639 2.5907 2.6781
H 1.1224 -3.8252 -0.8010
H -4.2350 1.0553 -2.3542
H -0.1861 -0.0253 -0.7600
H -4.7394 -0.8607 -1.3314
*
```

Löwdin atomic charge list, values in e, 6 entries: 0.746 -0.076 0.008 -0.074 0.035 0.044

=====

Q: What is the molar mass in the second record?
A: 344.48 g mol⁻¹

=====

What did the third record say?
Below is C23H27BrN3O8Re as an isolated structure, with properties calculated with ωB97M-V/def2-TZVPD.

Summary:
- energy above the lowest of the compared OMol25 structures with the same formula, charge and spin (kcal per mole) = 6.8
- highest occupied orbital energy (spin up / spin down) (hartree) = -0.4132 / -0.4035
- molar mass (g mol⁻¹) = 739.59
- lowest unoccupied orbital energy (spin up / spin down) (eV) = -3.9 / -3.8
- frontier orbital gap (spin up / spin down) (eV) = 7.32 / 7.15

Structure (ORCA input):
```
! wB97M-V def2-TZVPD RIJCOSX def2/J DEFGRID3
* xyz 1 2
Re -0.3234 -0.7867 -0.1185
Br -3.7549 -1.5150 -0.9754
O 0.4361 -0.5996 1.9903
O -0.5229 -4.5549 0.8940
O 1.4394 -1.7617 -0.3599
O 3.7432 4.9893 -0.7461
O -0.8383 -0.7346 -1.8546
O -5.4274 2.1543 2.1560
O -1.0935 -2.4089 0.6155
O 3.0231 -3.2741 0.0050
N 0.7172 1.0860 -0.4440
N 2.2477 5.5323 -2.3644
N -2.1577 0.2135 0.5415
C -3.4268 -0.1102 0.2212
C 2.7308 2.3253 -0.7782
C 2.0579 1.1604 -0.4763
C -0.3590 -1.3794 -3.1076
C 2.1389 -2.5678 0.4120
C 0.4163 -2.8931 2.3719
C 2.0035 3.4517 -1.1324
C 0.6172 3.3608 -1.1683
C -2.0034 1.2053 1.4455
C -0.4262 -3.4065 1.2052
C -4.3429 1.5544 1.6655
C -3.0367 1.8891 2.0304
C 1.8874 -0.7654 3.8105
C 0.9884 -0.7649 -3.4353
C 0.0155 2.1736 -0.8061
C -0.2839 -2.8734 -2.8624
C 1.8446 -2.4462 1.9154
C -0.1658 -1.5868 2.9246
C -4.5304 0.5367 0.7387
C 0.4668 -1.1917 4.2457
C 2.7583 4.7331 -1.4005
C 1.8325 -0.9658 2.3038
C -1.4149 -1.0213 -4.1371
H -1.2462 -1.5031 2.8623
H 1.3161 -1.1355 -4.4080
H -5.1978 2.8366 2.7989
H -1.4509 0.0563 -4.2980
H 0.9083 0.3219 -3.5015
H 2.5836 0.2329 -0.3018
H 2.0867 0.2760 4.0559
H 0.4604 -2.0250 4.9462
H -1.2727 -3.2894 -2.6704
H 1.7377 -1.0407 -2.6948
H 0.1273 -3.3572 -3.7498
H -1.1763 -1.5027 -5.0863
H -0.9811 1.4419 1.7070
H -0.0767 -0.3653 4.6999
H 2.6182 -2.9994 2.4412
H 0.4755 -3.6737 3.1271
H -1.0599 2.0679 -0.8104
H 1.5371 5.2150 -2.9987
H 0.0009 4.2056 -1.4436
H -2.3961 -1.3655 -3.8151
H 0.3725 -3.1091 -2.0260
H 2.7472 6.3782 -2.5866
H 2.6751 -1.3734 4.2512
H 2.4992 -0.3277 1.7357
H -5.5270 0.2494 0.4402
H -2.8284 2.6690 2.7505
H 3.8107 2.3589 -0.7505
*
```

Löwdin atomic charge list, values in e, 6 entries: 1.667 0.922 -0.218 0.168 -0.202 0.100

=====

Q: Which formula does entry 3 have?
A: C23H27BrN3O8Re